# 1
CHFO2 | ωB97M-V/def2-TZVPD

XYZ file:
```
5
Properties=species:S:1:pos:R:3:forces:R:3:lowdin_charge:R:1
C -0.026 0.157 0.122 -1.613 -0.016 -4.331 -0.20
O -0.039 -0.820 0.978 -2.235 -1.208 1.190 0.16
H -0.388 1.171 0.153 -0.070 0.039 0.145 0.16
F -0.709 -0.164 -1.582 1.656 0.513 4.149 -0.28
O 1.161 -0.344 0.329 2.262 0.672 -1.153 0.16
```
Positions in Å, forces in eV/Å.

Summary:
**LUMO**: 0.04 eV
**ΔE to the lowest compared entry with this formula, charge and spin**: 6.464 eV
**Spin multiplicity**: 1

# 2
CHHgNO4 | ωB97M-V/def2-TZVPD

XYZ file:
```
8
Properties=species:S:1:pos:R:3:forces:R:3:lowdin_spin:R:1
N 0.140 -1.182 3.068 -4.046 -6.470 -0.348 0.04
O 0.752 -0.449 2.412 2.352 3.025 -1.829 0.14
Hg 1.008 -1.112 0.073 -0.471 0.197 -0.285 0.47
C -0.293 1.164 -1.919 -1.842 1.776 -1.531 0.00
H -0.876 2.262 -2.528 2.335 -1.946 1.465 0.03
O -1.323 0.376 -1.902 4.601 1.035 1.030 0.04
O -0.399 -2.284 2.394 1.993 3.745 2.039 0.16
O 0.991 1.224 -1.598 -4.923 -1.362 -0.541 0.13
```
Positions in Å, forces in eV/Å.

Summary:
**LUMO (spin up / spin down)**: 3.63 / 1.13 eV
**Total charge**: -1
**Expectation value of S²**: 0.76
**Spin multiplicity**: 2

# 3
CHI2N | ωB97M-V/def2-TZVPD

XYZ file:
```
5
Properties=species:S:1:pos:R:3:forces:R:3:lowdin_charge:R:1
I -1.220 -0.880 -1.605 0.118 -0.305 1.045 0.83
I 1.644 1.714 0.358 1.296 -0.411 0.622 0.44
N -0.106 -1.626 1.251 1.268 -0.788 2.966 0.04
C -0.647 -1.389 0.294 -1.418 1.030 -4.005 -0.89
H 0.329 2.182 -0.298 -1.264 0.475 -0.628 -0.41
```
Positions in Å, forces in eV/Å.

Summary:
**LUMO**: -0.55 eV
**ΔE to the lowest compared entry with this formula, charge and spin**: 0.156 eV
**SMILES string**: N#CI.I
**Spin multiplicity**: 1

# 4
CHI2NO | ωB97M-V/def2-TZVPD

XYZ file:
```
6
Properties=species:S:1:pos:R:3:forces:R:3:lowdin_charge:R:1
H 0.947 0.953 -0.013 0.739 0.576 -0.062 -0.37
O 0.700 -1.887 0.301 2.252 -2.500 1.305 0.04
C -0.962 -0.410 -0.135 -3.202 2.151 -0.078 -0.69
I -2.693 0.621 -0.328 0.520 -0.316 0.100 0.90
I 2.269 1.950 -0.095 -0.715 -0.536 0.046 0.39
N -0.261 -1.227 0.270 0.406 0.624 -1.312 -0.27
```
Positions in Å, forces in eV/Å.

Summary:
**LUMO**: -0.67 eV
**ΔE to the lowest compared entry with this formula, charge and spin**: 2.416 eV
**SMILES string**: [O-][N+]#CI.I
**Spin multiplicity**: 1

# 5
CHI3 | ωB97M-V/def2-TZVPD

XYZ file:
```
5
Properties=species:S:1:pos:R:3:forces:R:3:lowdin_charge:R:1
C -0.029 0.181 0.029 0.237 -1.337 -0.239 -2.04
I 1.182 -0.102 -1.689 -0.161 0.190 0.214 0.60
H -0.104 -1.956 0.392 -0.076 1.359 -0.021 0.14
I 0.937 1.091 1.640 -0.150 -0.131 -0.077 0.66
I -1.986 0.787 -0.372 0.149 -0.081 0.122 0.65
```
Positions in Å, forces in eV/Å.

Summary:
**LUMO (spin up / spin down)**: -1.19 / -1.54 eV
**ΔE to the lowest compared entry with this formula, charge and spin**: 3.497 eV
**Spin multiplicity**: 1

# 6
CHI3O | ωB97M-V/def2-TZVPD

XYZ file:
```
6
Properties=species:S:1:pos:R:3:forces:R:3:lowdin_charge:R:1
C -1.166 1.213 0.222 -0.254 2.189 1.097 -0.72
I 1.944 -2.452 0.298 0.002 0.014 -0.283 0.00
O -0.884 0.481 -0.647 -0.748 0.462 -0.174 -0.04
H -1.820 2.247 0.322 1.153 -2.605 -0.899 0.11
I 2.121 -2.516 -2.366 -0.020 0.007 0.281 0.01
I -0.195 1.028 2.171 -0.133 -0.067 -0.022 0.64
```
Positions in Å, forces in eV/Å.

Summary:
**LUMO**: -1.61 eV
**ΔE to the lowest compared entry with this formula, charge and spin**: 0.369 eV
**SMILES string**: O=CI.II
**Spin multiplicity**: 1

# 7
CHIN2 | ωB97M-V/def2-TZVPD

XYZ file:
```
5
Properties=species:S:1:pos:R:3:forces:R:3:lowdin_charge:R:1
C 0.483 0.762 0.020 -0.949 -3.501 -0.288 -0.48
N 0.997 1.759 0.223 0.584 1.618 0.167 0.13
I -2.015 -0.749 0.155 -0.004 -0.157 0.041 0.83
H 0.582 -1.285 -0.208 -0.345 0.416 0.168 0.06
N -0.048 -0.487 -0.190 0.714 1.624 -0.089 -0.54
```
Positions in Å, forces in eV/Å.

Summary:
**LUMO**: -0.97 eV
**ΔE to the lowest compared entry with this formula, charge and spin**: 0.000 eV
**SMILES string**: N#CNI
**Spin multiplicity**: 1

# 8
CHIOS2 | ωB97M-V/def2-TZVPD

XYZ file:
```
6
Properties=species:S:1:pos:R:3:forces:R:3:lowdin_charge:R:1
C -0.318 0.304 -0.317 -2.931 -3.489 0.925 -1.36
S 0.221 -1.115 0.756 3.454 3.257 0.979 0.61
H 0.275 1.114 -0.319 2.378 2.493 0.128 -0.05
O 2.100 0.003 1.150 -3.215 -2.176 -0.705 -0.53
I -2.353 0.820 -0.026 0.066 0.111 -0.162 0.79
S 0.074 -1.126 -1.245 0.248 -0.195 -1.165 0.53
```
Positions in Å, forces in eV/Å.

Summary:
**LUMO (spin up / spin down)**: -1.41 / -1.35 eV
**ΔE to the lowest compared entry with this formula, charge and spin**: 5.481 eV
**Spin multiplicity**: 1

The records above give, respectively, max |F| values of 4.62; 7.64; 4.37; 3.86; 1.38; 2.99; 3.64; 4.85 eV/A.